A cluster of 3 separate species, C13H32BrN3O6 in total. Source: OMol25; level of theory: ωB97M-V/def2-TZVPD.

```
! RIJCOSX wB97M-V def2-TZVPD def2/J DEFGRID3
* xyz 0 1
C -4.469 1.937 5.486
O -3.110 2.093 5.831
C -2.300 0.955 5.562
C -1.252 1.286 4.523
N -1.872 1.534 3.233
C -0.962 2.002 2.197
C -0.304 3.363 2.392
O -1.210 4.451 2.363
C -1.795 4.798 3.601
H -4.984 2.844 5.796
H -4.609 1.797 4.408
H -4.918 1.082 6.003
H -2.921 0.124 5.215
H -1.809 0.655 6.492
H -0.567 0.438 4.429
H -0.667 2.139 4.899
H -2.616 2.211 3.354
H -1.513 2.033 1.254
H -0.165 1.260 2.076
H 0.384 3.513 1.558
H 0.285 3.396 3.319
H -1.113 4.601 4.434
H -2.728 4.261 3.794
H -2.015 5.865 3.572
C -1.172 -5.123 -3.933
O 0.103 -5.067 -4.536
C 0.118 -4.468 -5.826
C 0.951 -3.207 -5.812
N 0.312 -2.183 -5.002
C 1.102 -0.977 -4.801
C 2.400 -1.106 -4.014
O 2.209 -1.456 -2.655
C 2.160 -2.839 -2.369
H -1.056 -5.653 -2.989
H -1.582 -4.126 -3.735
H -1.887 -5.668 -4.558
H -0.903 -4.239 -6.147
H 0.550 -5.182 -6.532
H 1.050 -2.837 -6.837
H 1.958 -3.476 -5.462
H 0.075 -2.582 -4.102
H 0.473 -0.246 -4.288
H 1.342 -0.555 -5.783
H 2.887 -0.128 -4.010
H 3.095 -1.814 -4.483
H 2.778 -3.413 -3.067
H 1.143 -3.241 -2.404
H 2.550 -2.979 -1.360
O 4.788 1.996 2.529
C 3.983 2.171 1.654
O 2.839 2.862 1.793
N 4.130 1.694 0.343
Br 2.832 0.434 -0.155
H 2.979 3.553 2.449
H 5.025 1.218 0.301
*
```

E, eV: -100794.402
HOMO, eV: -8.58
Kohn-Sham gap, eV: 8.676

Listed below, in e, are the Löwdin charges computed for each atom:
1. C -0.1209
2. O -0.1985
3. C -0.2188
4. C -0.2203
5. N -0.0496
6. C -0.1953
7. C -0.2315
8. O -0.1748
9. C -0.1046
10. H 0.0872
11. H 0.0836
12. H 0.0873
13. H 0.1215
14. H 0.1212
15. H 0.1250
16. H 0.1089
17. H 0.0783
18. H 0.1208
19. H 0.1125
20. H 0.1097
21. H 0.1067
22. H 0.0879
23. H 0.0727
24. H 0.0867
25. C -0.1195
26. O -0.1988
27. C -0.2186
28. C -0.2210
29. N -0.0512
30. C -0.2007
31. C -0.2240
32. O -0.2592
33. C -0.1020
34. H 0.0875
35. H 0.0839
36. H 0.0877
37. H 0.1220
38. H 0.1215
39. H 0.1244
40. H 0.1086
41. H 0.0790
42. H 0.1197
43. H 0.1188
44. H 0.1205
45. H 0.1117
46. H 0.0898
47. H 0.0753
48. H 0.0836
49. O 0.1112
50. C -0.7229
51. O 0.0616
52. N -0.3541
53. Br 0.7775
54. H 0.1279
55. H 0.0645



A structure of composition C13H32ClINOP2Ti at a distorted geometry. Source: OMol25; level of theory: ωB97M-V/def2-TZVPD.

```
! RIJCOSX wB97M-V def2-TZVPD def2/J DEFGRID3
* xyz 3 1
C -1.492 -0.173 -6.695
I -1.377 -0.049 -4.517
H -0.474 -0.097 -7.078
H -2.104 0.642 -7.088
H -1.931 -1.132 -6.979
Ti 0.551 -0.151 -1.205
P 0.309 2.266 -1.327
C -1.265 3.148 -1.212
C 1.366 2.951 -0.007
H 1.482 4.030 -0.183
H 1.224 3.839 -2.872
H 2.352 2.464 -0.022
H 2.076 2.247 -2.967
H -1.722 2.906 -0.240
H 0.912 2.785 0.984
C 1.099 2.746 -2.886
H -1.075 4.230 -1.299
H 0.462 2.410 -3.720
H -1.913 2.783 -2.023
P 0.322 -2.585 -0.968
C -1.242 -3.468 -0.718
C 1.123 -3.309 -2.430
H 2.366 -2.607 0.355
H 1.499 -4.179 0.418
H 0.933 -2.786 1.400
C 1.380 -3.086 0.439
H 2.095 -2.821 -2.590
H 1.254 -4.387 -2.258
H -1.048 -4.551 -0.651
H -1.897 -3.235 -1.571
H 0.484 -3.116 -3.304
H -1.713 -3.100 0.207
Cl 2.741 -0.206 -1.788
O 0.719 0.010 0.679
C 0.296 -0.095 1.869
C 1.211 -0.066 3.046
C 0.885 1.107 3.971
C -0.372 0.877 4.824
C -1.708 0.740 4.084
C -1.811 -0.494 3.204
N -1.022 -0.288 1.974
H 1.129 -1.038 3.570
H 2.231 0.024 2.648
H 1.740 1.282 4.648
H 0.779 2.039 3.384
H -0.214 -0.030 5.441
H -0.477 1.730 5.514
H -2.530 0.658 4.810
H -1.892 1.634 3.472
H -1.435 -1.418 3.721
H -2.845 -0.672 2.871
H -1.461 -0.405 1.065
*
```

E, eV: -79828.637
HOMO (spin up / spin down), eV: -18.17 / -18.17
Kohn-Sham gap (spin up / spin down), eV: 5.864 / 5.865

Listed below, in e, are the Löwdin charges computed for each atom:
1. C -0.4287
2. I 0.7330
3. H 0.0166
4. H 0.0299
5. H 0.0250
6. Ti 0.5747
7. P 0.7274
8. C -0.2035
9. C -0.2015
10. H 0.0904
11. H 0.0891
12. H 0.0643
13. H 0.0341
14. H 0.0638
15. H 0.0505
16. C -0.2362
17. H 0.0908
18. H 0.0144
19. H 0.0613
20. P 0.7374
21. C -0.2088
22. C -0.2246
23. H 0.0642
24. H 0.0903
25. H 0.0534
26. C -0.2017
27. H 0.0334
28. H 0.0888
29. H 0.0898
30. H 0.0682
31. H 0.0571
32. H 0.0554
33. Cl 0.2978
34. O -0.2223
35. C -0.3761
36. C -0.0684
37. C -0.1578
38. C -0.1767
39. C -0.1680
40. C -0.1210
41. N 0.1436
42. H 0.1584
43. H 0.1446
44. H 0.1428
45. H 0.1200
46. H 0.1349
47. H 0.1353
48. H 0.1384
49. H 0.1264
50. H 0.1564
51. H 0.1432
52. H 0.1505



A structure of composition C13H32GaO6S at a distorted geometry. Source: OMol25; level of theory: ωB97M-V/def2-TZVPD.

```
! RIJCOSX wB97M-V def2-TZVPD def2/J DEFGRID3
* xyz -1 1
C 4.436 -1.535 3.319
C 3.743 -0.190 3.058
C 2.307 -0.436 2.631
O 2.013 -0.930 1.553
O 1.434 -0.058 3.575
C 0.192 -0.811 3.774
C -1.008 -0.488 2.885
Ga -1.771 -2.137 1.955
S -1.970 -3.815 3.585
H 5.521 -1.405 3.414
H 4.060 -2.002 4.235
H 4.235 -2.220 2.490
H 4.247 0.330 2.231
H 3.764 0.441 3.950
H 0.478 -1.870 3.762
H -0.029 -0.564 4.819
H -1.794 -0.081 3.527
H -0.719 0.264 2.140
H -0.835 -2.664 0.772
H -3.287 -1.883 1.491
H -0.690 -3.994 3.928
C 1.610 1.031 -2.726
O 0.999 1.808 -1.716
C 1.627 1.684 -0.448
C 2.533 2.857 -0.155
O 3.635 2.942 -1.050
C 3.442 3.864 -2.099
H 1.197 1.358 -3.680
H 2.694 1.167 -2.737
H 1.388 -0.033 -2.591
H 2.183 0.745 -0.386
H 0.844 1.646 0.314
H 2.938 2.745 0.855
H 1.954 3.788 -0.188
H 3.521 4.897 -1.738
H 2.469 3.732 -2.578
H 4.227 3.690 -2.834
C -2.777 0.403 -1.327
O -4.184 0.297 -1.502
C -4.606 0.422 -2.839
C -4.869 -0.933 -3.465
O -3.696 -1.715 -3.566
C -3.529 -2.641 -2.500
H -2.537 -0.023 -0.357
H -2.244 -0.168 -2.091
H -2.452 1.446 -1.371
H -3.861 0.965 -3.434
H -5.536 1.001 -2.849
H -5.263 -0.795 -4.478
H -5.626 -1.459 -2.873
H -4.221 -3.484 -2.608
H -3.681 -2.175 -1.526
H -2.507 -3.013 -2.552
*
```

E, eV: -89495.290
HOMO, eV: -4.47
Kohn-Sham gap, eV: 7.165

Listed below, in e, are the Löwdin charges computed for each atom:
1. C -0.0921
2. C -0.1560
3. C -0.5091
4. O 0.0806
5. O -0.0321
6. C -0.2523
7. C -0.3207
8. Ga 0.0292
9. S 0.1431
10. H 0.0677
11. H 0.0774
12. H 0.0773
13. H 0.1121
14. H 0.1092
15. H 0.0837
16. H 0.1123
17. H 0.0325
18. H 0.0310
19. H -0.1102
20. H -0.1091
21. H -0.3106
22. C -0.1136
23. O -0.1939
24. C -0.1965
25. C -0.1963
26. O -0.1902
27. C -0.1243
28. H 0.0856
29. H 0.0818
30. H 0.0929
31. H 0.1161
32. H 0.1263
33. H 0.1220
34. H 0.1245
35. H 0.0847
36. H 0.0818
37. H 0.0858
38. C -0.0954
39. O -0.1904
40. C -0.2239
41. C -0.2189
42. O -0.1967
43. C -0.0978
44. H 0.0607
45. H 0.0855
46. H 0.0869
47. H 0.1234
48. H 0.1197
49. H 0.1186
50. H 0.1243
51. H 0.0858
52. H 0.0769
53. H 0.0906



A cluster of 4 separate species, C13H32N2O10PS4 in total at a distorted geometry. Source: OMol25; level of theory: ωB97M-V/def2-TZVPD.

```
! RIJCOSX wB97M-V def2-TZVPD def2/J DEFGRID3
* xyz 1 1
C -1.014 3.091 -0.879
C -0.893 4.422 0.075
O -0.884 4.300 1.429
N -0.799 5.833 -0.465
C 0.339 6.017 -1.444
P -2.367 6.341 -1.171
N -3.644 5.058 -1.017
C -4.076 4.698 -2.300
S -3.990 4.174 -3.950
H -0.263 3.213 -1.768
H -2.104 2.912 -1.314
H -0.727 2.123 -0.247
H 1.233 5.272 -1.317
H 0.779 7.122 -1.388
H -0.114 5.879 -2.530
H -2.830 7.537 -0.513
H -2.211 6.605 -2.609
O 3.818 -1.027 0.118
S 2.380 -1.183 0.127
O 1.486 -0.090 -0.191
O 1.925 -1.836 1.548
C 2.327 -1.197 2.751
C 1.480 0.029 3.037
C 1.955 -2.568 -0.901
H 3.392 -0.945 2.721
H 2.190 -1.922 3.559
H 1.662 0.815 2.298
H 1.710 0.436 4.026
H 0.414 -0.216 2.992
H 2.590 -3.414 -0.635
H 2.127 -2.282 -1.941
H 0.901 -2.809 -0.751
O 2.165 -4.979 4.762
S 0.775 -4.577 4.735
O 0.346 -3.267 5.176
O -0.119 -5.705 5.497
C 0.230 -6.070 6.824
C -0.227 -5.025 7.825
C 0.137 -4.853 3.101
H 1.307 -6.253 6.907
H -0.276 -7.016 7.040
H 0.328 -4.091 7.699
H -0.070 -5.375 8.849
H -1.288 -4.793 7.686
H 0.413 -5.859 2.778
H 0.582 -4.110 2.435
H -0.947 -4.734 3.120
O -0.985 -0.569 -3.760
S -0.324 0.585 -4.331
O -0.730 1.938 -4.015
O -0.271 0.419 -5.950
C -1.484 0.188 -6.652
C -2.289 1.466 -6.805
C 1.421 0.441 -4.035
H -2.073 -0.595 -6.164
H -1.214 -0.184 -7.645
H -2.657 1.817 -5.836
H -3.153 1.304 -7.456
H -1.671 2.266 -7.224
H 1.746 -0.561 -4.318
H 1.597 0.607 -2.970
H 1.942 1.201 -4.620
*
```

E, eV: -90071.261
HOMO, eV: -12.19
Kohn-Sham gap, eV: 6.509

Listed below, in e, are the Löwdin charges computed for each atom:
1. C -0.0175
2. C -0.3326
3. O 0.0072
4. N -0.2814
5. C -0.1340
6. P 1.0501
7. N -0.1698
8. C -0.5738
9. S 0.7263
10. H 0.0759
11. H 0.0892
12. H 0.1217
13. H 0.1286
14. H 0.1227
15. H 0.0824
16. H 0.0508
17. H 0.0521
18. O -0.2760
19. S 0.6193
20. O -0.3134
21. O -0.2747
22. C -0.2651
23. C -0.0684
24. C -0.1132
25. H 0.1221
26. H 0.1098
27. H 0.0654
28. H 0.0871
29. H 0.0870
30. H 0.0797
31. H 0.0671
32. H 0.0777
33. O -0.2828
34. S 0.6160
35. O -0.2932
36. O -0.2648
37. C -0.2754
38. C -0.0759
39. C -0.1139
40. H 0.1179
41. H 0.1254
42. H 0.0706
43. H 0.0829
44. H 0.0860
45. H 0.0782
46. H 0.0578
47. H 0.0782
48. O -0.2776
49. S 0.6201
50. O -0.3262
51. O -0.2590
52. C -0.2672
53. C -0.0773
54. C -0.1094
55. H 0.1204
56. H 0.1301
57. H 0.0420
58. H 0.0864
59. H 0.0881
60. H 0.0786
61. H 0.0630
62. H 0.0789